Below is the molecule C19H28N4O5S, with properties calculated with wB97M-V/def2-TZVPD.

Calculated values
**SMILES**: O=C(CN(C[C@@H]1CCCO1)C(=O)CCC(=O)Nc1nccs1)NC[C@H]1CCCO1
**Electronic energy**: -1734.2690 Eh
**Highest occupied orbital energy**: -8.9 eV
**Strongest force on any atom**: 0.024 Eh/bohr
**Gap between HOMO and LUMO**: 9.30 eV

The geometry in XYZ format:
```
57
Properties=species:S:1:pos:R:3:forces:R:3
O -3.282111 0.885254 -2.584616 -0.258 0.104 -0.323
C -2.270065 0.718682 -1.933715 0.480 -0.060 -0.075
C -0.888825 0.760137 -2.619069 -0.377 -0.090 -0.118
N 0.247429 0.727385 -1.732869 0.117 0.287 -0.026
C 0.764166 2.009325 -1.291168 0.349 0.443 -0.008
C 1.688002 2.671297 -2.335653 -0.173 -0.437 -0.058
C 3.047396 1.974489 -2.430626 -0.153 0.152 -0.064
C 3.829049 2.646532 -1.300444 -0.123 0.048 0.018
C 3.156117 4.023508 -1.172917 0.332 0.190 0.214
O 1.978358 4.003251 -1.967443 -0.217 0.038 -0.042
C 0.786147 -0.404728 -1.220025 -0.178 -0.209 -0.334
O 1.752462 -0.379214 -0.477662 0.245 -0.104 0.178
C 0.124434 -1.720610 -1.614608 0.129 -0.145 0.441
C 0.555999 -2.790019 -0.615160 -0.026 0.464 -0.409
C 0.107231 -2.403315 0.765276 0.198 -0.313 -0.071
O -0.700378 -1.534684 1.013146 -0.197 0.218 -0.017
N 0.656955 -3.106432 1.815264 -0.391 0.450 0.559
C 1.551996 -4.135654 1.802433 0.668 -0.720 0.763
N 1.991777 -4.770586 0.775221 -0.533 0.465 -0.494
C 2.864917 -5.747225 1.124583 0.378 -0.347 0.635
C 3.102786 -5.879083 2.451120 -0.064 0.053 -0.072
S 2.193317 -4.716033 3.343720 -0.122 0.114 -0.702
N -2.246853 0.462189 -0.621365 0.113 0.001 0.434
C -3.418450 0.481905 0.216074 -0.002 0.356 0.131
C -3.392248 1.722745 1.133070 -0.472 -0.141 -0.278
C -4.379322 1.580011 2.296565 0.216 0.134 -0.165
C -3.552332 0.821357 3.342860 0.096 0.010 -0.023
C -2.094143 1.042120 2.891193 0.169 -0.248 0.359
O -2.131328 1.879916 1.747876 0.131 0.164 -0.122
H -0.848020 -0.058427 -3.342327 -0.078 0.110 0.055
H -0.859812 1.689983 -3.192403 -0.022 -0.134 0.022
H 1.322967 1.840077 -0.369077 -0.114 0.083 -0.032
H -0.070414 2.683285 -1.080354 0.002 -0.042 0.008
H 1.171531 2.717752 -3.301040 0.048 -0.049 0.068
H 3.504727 2.187176 -3.397406 -0.024 -0.012 -0.026
H 2.969311 0.899491 -2.296705 0.032 -0.080 -0.036
H 3.719766 2.075014 -0.379836 0.040 -0.016 0.024
H 4.889085 2.734176 -1.527640 0.031 -0.027 0.041
H 3.788082 4.830753 -1.556024 -0.041 -0.061 0.089
H 2.894665 4.252150 -0.133048 0.056 -0.001 -0.091
H -0.959932 -1.619888 -1.601739 0.017 0.011 -0.119
H 0.445848 -1.998271 -2.620369 -0.045 0.007 -0.027
H 1.641674 -2.888841 -0.608752 -0.183 -0.084 -0.037
H 0.136075 -3.765543 -0.864475 0.069 -0.019 0.017
H 0.377753 -2.774336 2.731720 -0.066 0.034 -0.275
H 3.302396 -6.344706 0.346404 0.134 -0.164 -0.064
H 3.741706 -6.572297 2.957330 0.156 -0.184 0.065
H -1.373645 0.354286 -0.124377 -0.035 0.012 -0.222
H -3.425348 -0.429099 0.819772 -0.092 -0.032 -0.004
H -4.298077 0.510508 -0.429333 0.034 -0.066 0.111
H -3.557275 2.619503 0.528823 -0.011 -0.097 0.029
H -5.282383 1.049808 2.003727 -0.101 -0.003 0.001
H -4.653430 2.567061 2.667582 -0.048 -0.007 -0.038
H -3.723248 1.208806 4.345159 -0.031 -0.051 0.023
H -3.796613 -0.240090 3.342288 -0.002 -0.016 0.049
H -1.491495 1.556675 3.643083 -0.027 -0.081 -0.037
H -1.608375 0.092478 2.637955 -0.034 0.088 0.074
```
Forces are in eV/Å.

Atom charges from the Mulliken analysis, given in e for atoms 1 to 4: -0.72, 0.80, -1.10, 0.37